(1)
ORCA calculation (the ωB97M-V functional and the def2-TZVPD basis) on C3H4ClF in the gas phase in a non-equilibrium geometry.

```
! RIJCOSX wB97M-V def2-TZVPD def2/J DEFGRID3
* xyz 0 1
H 0.85667 1.78846 0.56947
H 1.10643 1.91449 -1.18070
C 1.57852 -0.09063 -0.09213
F -0.37200 -0.52723 -1.51076
C 0.05925 0.01910 -0.29988
H 1.85164 -0.39157 0.90600
Cl -1.05602 -0.29489 1.09923
H 2.30012 -0.49714 -0.85380
C 0.89312 1.22885 -0.36315
*
```

Output
Maximum force: 2.26 eV Å⁻¹
Kohn-Sham gap: 11.38 eV
Relative energy (zero: lowest compared OMol25 entry of this formula, charge and spin): 17.6 kcal per mole
HOMO: -10.42 eV
LUMO: 0.9695 eV
Structure (SMILES): FC1(Cl)CC1


(2)
ORCA calculation (the ωB97M-V functional and the def2-TZVPD basis) on 6 unconnected molecules or ions with the total composition C22H32O18 in a non-equilibrium geometry.

```
! RIJCOSX wB97M-V def2-TZVPD def2/J DEFGRID3
* xyz 0 1
C -2.42481 18.06675 17.57930
C -9.37298 14.50419 14.90792
C 4.03174 15.47152 26.07165
O -2.41501 17.94231 16.32516
H 3.33122 14.72014 26.43606
H -13.42741 18.14890 22.83711
C 3.16682 21.45884 10.58978
C 4.56352 17.14656 23.14886
C -3.37047 16.10899 8.97030
O -12.36365 16.69961 20.59538
C -8.53619 15.31750 15.87176
H -11.74131 19.10763 21.58990
O 5.29024 17.83495 22.46318
H -3.45224 15.09314 10.84247
H 5.03684 15.09987 26.27099
C 3.04133 21.51217 9.09036
O -8.54162 14.60233 17.06139
H -1.08221 16.62087 15.36195
C -0.32447 17.49074 17.13891
C -11.78641 16.98267 21.88132
H -10.93778 15.85588 14.69043
H 3.88119 22.18287 10.98163
O -1.30030 17.57857 18.18267
H 3.21027 22.52083 8.71333
H -3.91951 14.04683 9.45670
C 0.55907 16.29211 17.23180
H -11.31406 14.63973 13.67875
H -11.13388 16.16583 22.18969
H -12.89002 16.71195 23.69646
O 3.18417 17.24080 23.21344
O -14.00741 16.37625 21.97359
O 1.63273 21.07084 8.90675
H 3.67597 20.52898 10.84324
H 3.58075 20.77747 8.49258
H -9.88170 15.70721 13.25860
C 3.88776 15.44071 24.47490
O 5.02228 16.14536 23.93237
H 1.88022 16.30738 24.68404
O -10.00985 13.60471 15.71051
C -9.38557 13.50215 16.89344
O -9.51946 12.59095 17.69644
O -6.68533 17.06461 9.30192
H -3.20496 15.73367 7.96042
H 1.16440 16.33772 18.13712
C -13.56918 16.12806 20.73788
H -8.70617 14.07129 14.16222
O 1.90996 21.51842 11.08205
O -3.43709 18.49661 18.17813
H 3.99743 14.41095 24.13480
O -14.17493 15.41139 19.96771
O -0.21467 21.13118 10.24438
H 2.24159 15.62145 23.04990
H 3.92792 16.40460 26.62545
C -3.98372 15.04403 9.89209
C -10.42220 15.15867 14.03001
C -13.09137 17.12030 22.70610
C -5.56234 16.55966 9.44222
H -0.79757 18.41122 15.23229
H -7.53110 15.47582 15.48082
H -8.83333 16.35137 16.04758
H -10.39050 18.46707 22.56747
H -2.39580 16.36265 9.38716
H 0.19446 18.44112 17.26377
H 1.08954 16.24378 16.28082
H -0.06162 15.39618 17.21964
C 0.99756 21.18112 10.12713
O -5.36113 15.41272 10.07859
C -11.02506 18.29319 21.69845
C -1.15167 17.59016 15.85565
O -4.43934 17.07010 8.91052
C 2.63022 16.17590 23.90410
H -10.32550 18.17116 20.87152
*
```

Output
Maximum force: 7.57 eV Å⁻¹
Kohn-Sham gap: 10.49 eV
Relative energy (zero: lowest compared OMol25 entry of this formula, charge and spin): 81.3 kcal per mole
HOMO: -10.48 eV
LUMO: 0.0079 eV
Structure (SMILES): C[C@H]1COC(=O)O1.C[C@H]1COC(=O)O1.C[C@H]1COC(=O)O1.C[C@H]1COC(=O)O1.O=C1OCCO1.O=C1OCCO1


(3)
ORCA calculation (the ωB97M-V functional and the def2-TZVPD basis) on 8 unconnected molecules or ions with the total composition C11H38O11 in a non-equilibrium geometry.

```
! RIJCOSX wB97M-V def2-TZVPD def2/J DEFGRID3
* xyz 0 1
C 3.96061 -1.40617 -0.08549
H 5.84765 -1.47299 -1.06466
H -3.92622 2.07971 1.64770
C 3.15769 2.43656 3.00038
H -4.82464 0.99743 2.66412
O 0.62739 0.17074 -0.33899
H 0.57796 1.33257 1.39631
O -3.23614 1.94248 -3.99558
H -1.45028 2.40395 -3.14549
H 2.14472 2.74511 -1.24618
H 3.76746 2.72267 2.13723
H 1.00245 -0.31671 1.72263
H -2.94010 2.31592 -1.22461
O 3.70232 2.94470 4.21088
H -4.30253 0.66940 -0.97805
O -0.67769 -3.66488 3.82718
H 4.18057 -3.24672 0.40767
O -3.55874 -1.20121 2.23222
C 2.57241 3.55414 -1.85806
H -1.64774 -3.63803 -2.28485
H 2.77810 4.36365 -1.16404
C 1.08875 0.46060 0.95654
H 3.01690 1.35480 3.05880
H -0.17710 -4.29519 1.86694
O 4.16251 -2.41275 0.88920
C -2.17287 1.59077 -3.11886
H 5.47477 -3.41379 -1.61436
H -1.62735 -3.60934 3.69087
H -2.67692 -1.11913 -1.55605
O 4.64626 -2.96310 -1.79304
H -6.01634 0.48984 0.95191
O 1.64238 4.00827 -2.83093
H -1.81107 0.97247 -1.13768
C -4.28682 1.04850 1.71232
C -0.02827 -3.47142 2.58681
H -1.69977 0.66298 -3.46494
O -5.17604 0.80852 0.61657
H -2.41536 0.44638 2.46104
H -2.00575 -2.33450 -3.38960
H -4.00300 1.43290 -3.71070
C -3.15192 0.05908 1.75429
H -3.33063 -3.18541 -2.43734
O -2.10544 -1.87867 -1.35870
H -2.69600 -0.02768 0.76164
C 4.79268 -1.62190 -1.32122
H 4.53133 -0.88527 -2.08085
C -2.31581 -2.78973 -2.44954
H 1.04526 -3.50948 2.75855
H 4.21301 -0.43357 0.35181
H 4.45489 2.39635 4.44619
H 2.12616 0.77350 0.84828
C -2.65984 1.37545 -1.70517
H -4.17515 -1.59928 1.60926
H 3.46434 3.16385 -2.35213
H -0.32851 0.07456 -0.30673
H 2.17622 2.88328 2.84241
O -3.71806 0.41821 -1.71304
H 2.89077 -1.32319 -0.32411
H -0.38499 -2.56787 2.08805
H 1.48154 3.28864 -3.44682
*
```

Output
Maximum force: 1.32 eV Å⁻¹
Kohn-Sham gap: 10.25 eV
Relative energy (zero: lowest compared OMol25 entry of this formula, charge and spin): 32.0 kcal per mole
HOMO: -10.04 eV
LUMO: 0.2078 eV
Structure (SMILES): OCCO.OCCO.OCCO.CO.CO.CO.CO.CO